# 1
Here is a structure of composition C27H35CoFN4S2 from the Open Molecules 2025 dataset. Energies are from ωB97M-V with the def2-TZVPD basis set.

Values from the calculation:
* orbital gap (spin up / spin down): 5.941 / 5.713 eV
* HOMO energy (spin up / spin down): -0.3470 / -0.3463 Ha
* strongest force on any atom: 2.24 eV Å⁻¹
* net charge: +1
* DFT total energy: -3547.59295 Eh
* LUMO level (spin up / spin down): -3.50 / -3.71 eV

```
70
Properties=species:S:1:pos:R:3:forces:R:3
Co -0.4414 0.7502 -1.1603 1.095 0.878 -1.727
C -2.5525 -2.2420 -0.4114 -0.117 0.061 0.200
C -2.0794 -2.3973 1.0352 0.136 0.070 -0.129
C -0.7329 -3.1259 1.1277 -0.150 0.046 0.045
C -2.0964 -1.0848 1.8114 0.128 -0.030 -0.035
C -3.0702 -0.9746 2.8003 -0.037 -0.013 -0.004
C -3.1497 0.1300 3.6269 -0.010 -0.012 0.027
C -2.2400 1.1570 3.4668 -0.106 -0.029 0.024
C -1.2673 1.1114 2.4761 0.055 -0.098 -0.295
C -0.3587 2.3173 2.3175 -0.046 0.089 0.059
C 0.4743 2.5711 3.5775 -0.011 -0.036 -0.130
C -1.1864 3.5552 1.9480 0.109 -0.111 0.000
C -1.1914 -0.0172 1.6277 -0.176 -0.066 0.611
N -0.1700 -0.0530 0.6308 -1.104 0.760 -1.267
C 1.1050 -0.2744 1.0632 0.605 -0.084 0.345
C 1.4542 -0.9171 2.2702 -0.123 0.112 -0.134
C 2.7747 -1.2021 2.5770 0.131 -0.069 0.009
C 3.8128 -0.8459 1.7198 -0.016 -0.015 -0.003
C 3.5091 -0.1652 0.5431 0.056 -0.019 -0.078
C 2.1923 0.0855 0.2536 -0.208 -0.120 0.172
F 1.8649 0.6768 -0.9279 -0.093 -0.116 -0.148
H -2.6258 -3.2185 -0.8979 0.010 0.014 -0.049
H -1.8790 -1.6043 -0.9786 -0.040 0.081 -0.069
H -3.5422 -1.7842 -0.4338 -0.003 -0.016 -0.046
H -2.8098 -3.0432 1.5278 -0.001 0.023 0.023
H 0.0727 -2.5034 0.7395 -0.030 -0.100 -0.013
H -0.7740 -4.0685 0.5714 -0.054 -0.010 0.020
H -0.5103 -3.3606 2.1697 0.079 -0.023 -0.027
H -3.7738 -1.7887 2.9317 0.015 -0.007 0.006
H -3.9110 0.1818 4.3943 0.015 0.008 0.004
H -2.2948 2.0177 4.1221 0.019 0.016 -0.035
H 0.3340 2.1413 1.4956 0.024 -0.056 -0.033
H -0.1611 2.8004 4.4341 0.009 0.006 0.017
H 1.1411 3.4191 3.4137 0.003 -0.003 0.044
H 1.0819 1.6993 3.8247 0.012 0.000 0.037
H -1.9291 3.7777 2.7152 0.015 0.033 0.018
H -1.7050 3.3950 1.0021 -0.039 0.060 -0.003
H -0.5332 4.4221 1.8361 -0.043 0.012 -0.023
H 0.6660 -1.2046 2.9541 -0.006 0.054 0.002
H 3.0045 -1.6885 3.5172 -0.026 -0.016 -0.011
H 4.8434 -1.0459 1.9813 -0.013 0.041 0.026
H 4.2795 0.1803 -0.1352 -0.035 -0.021 -0.020
S -0.0480 0.5842 -3.5382 -0.524 -0.296 2.156
C -0.0505 2.2372 -4.0309 0.007 0.855 -0.286
C -0.1046 2.5348 -5.4047 0.000 -0.181 0.273
C -0.0710 3.8345 -5.8490 0.017 0.250 0.071
C 0.0240 4.8841 -4.9274 0.016 -0.103 -0.264
C 0.0636 4.6145 -3.5805 -0.076 -0.184 0.271
C 0.0167 3.2914 -3.1077 -0.024 0.005 -0.995
S 0.0545 3.0270 -1.4030 -0.526 -1.857 0.864
H -0.1646 1.7104 -6.1042 -0.042 0.026 -0.041
H -0.1282 4.0438 -6.9088 0.041 0.009 0.002
H 0.0605 5.9084 -5.2733 -0.004 -0.001 0.006
H 0.1333 5.4190 -2.8589 -0.042 0.037 -0.015
N -3.3139 1.6304 -1.4189 -0.145 -0.321 -0.198
C -2.2890 1.1080 -1.4289 1.104 0.378 0.854
H -4.2063 2.0829 -1.4116 0.033 -0.046 -0.078
N 3.1262 -4.2369 -0.4440 -0.049 0.029 0.064
C 1.8894 -4.1282 -1.2957 -0.419 0.275 -0.281
C 1.6554 -2.6344 -1.5588 -0.001 0.029 0.056
N 0.3496 -2.2500 -2.0185 -0.093 -0.256 -0.117
H 3.2519 -5.1695 -0.0536 0.051 -0.053 0.008
H 3.0670 -3.5617 0.3317 0.036 -0.015 0.002
H 3.9562 -3.9975 -0.9864 0.086 0.010 0.024
H 1.0561 -4.5379 -0.7273 0.111 -0.056 0.067
H 2.0281 -4.7074 -2.2066 0.123 -0.084 0.080
H 2.4037 -2.2529 -2.2572 0.027 0.059 0.054
H 1.8169 -2.1469 -0.5965 0.134 0.186 0.068
H -0.3958 -2.6846 -1.4900 0.064 0.026 -0.071
H 0.1940 -2.3822 -3.0096 0.061 -0.012 0.013
```
Positions in Å, forces in eV/Å.

# 2
Here is a cluster of 4 separate species, C27H35FI2N3O9P2S in total from the Open Molecules 2025 dataset. Energies are from ωB97M-V with the def2-TZVPD basis set.

Values from the calculation:
* orbital gap: 6.072 eV
* HOMO energy: -0.1807 Ha
* energy relative to the best compared isomer or geometry (same formula, charge and spin): 0.00 kJ/mol
* strongest force on any atom: 0.50 eV Å⁻¹
* net charge: -1
* DFT total energy: -3667.21274 Eh
* LUMO level: 1.15 eV

```
80
Properties=species:S:1:pos:R:3:forces:R:3
C 0.9744 -3.9010 1.4886 -0.026 0.015 -0.037
C 0.2100 -2.8093 2.2287 -0.138 -0.061 -0.046
F 1.2089 -1.9237 2.6658 -0.056 0.069 0.072
C -0.8534 -2.1209 1.3371 0.083 0.018 0.150
C -1.9437 -3.1909 1.1095 0.086 0.001 -0.079
O -0.2291 -1.7917 0.1539 -0.031 0.110 0.049
P -0.4335 -0.1501 -0.5475 0.402 -0.049 -0.249
C -1.9453 -0.6969 -1.5469 0.030 -0.029 -0.090
C 1.1018 0.5245 0.3613 -0.020 -0.008 0.070
C 2.3732 -0.2981 0.1850 0.084 0.151 -0.111
C 3.3703 -0.1630 1.3144 -0.055 -0.192 0.144
I 4.1180 1.8404 1.5511 0.055 0.099 -0.014
O -1.4564 0.1761 0.9294 -0.272 0.133 -0.101
C -1.5591 -0.7627 1.8893 -0.031 -0.040 -0.190
S -0.9634 -0.0694 3.5462 0.065 -0.091 0.060
P -3.3972 -1.0028 2.3399 0.347 -0.026 0.020
O -4.0980 -1.1288 0.8723 -0.473 0.117 0.130
I -3.9247 1.3934 2.7562 -0.159 -0.021 0.055
H 1.8183 -3.4332 0.9839 -0.043 0.026 -0.026
H 0.3857 -4.3825 0.7149 -0.019 -0.079 0.062
H 1.3478 -4.6566 2.1832 -0.046 0.049 -0.067
H -0.2673 -3.2078 3.1314 -0.007 0.071 0.016
H -2.6416 -2.8454 0.3533 -0.022 0.003 0.053
H -2.4881 -3.4186 2.0310 -0.027 -0.003 -0.014
H -1.5067 -4.1199 0.7508 0.013 0.000 -0.036
H 0.4156 -0.5213 -1.6406 -0.005 -0.097 -0.007
H -0.6760 1.1750 -1.0806 -0.135 0.068 0.237
H -2.1213 -1.7739 -1.5555 -0.044 0.008 0.069
H -1.6981 -0.3916 -2.5672 -0.106 -0.014 0.039
H -2.8593 -0.1740 -1.2554 0.057 0.023 -0.014
H 1.2534 1.5105 -0.0876 -0.002 0.041 0.074
H 0.9141 0.6915 1.4253 -0.087 -0.106 0.008
H 2.8801 -0.0329 -0.7469 -0.086 -0.100 -0.075
H 2.1080 -1.3583 0.1171 0.057 -0.001 0.032
H 4.2585 -0.7689 1.1716 0.013 0.081 -0.038
H 2.9255 -0.3982 2.2769 -0.029 0.069 -0.008
H -0.2868 -1.1183 4.0129 0.066 -0.059 -0.001
H -4.0206 -0.3327 0.3272 0.335 -0.134 -0.046
C -1.9743 3.4230 -6.8259 0.008 -0.013 0.003
C -1.7333 3.2264 -5.4726 0.003 0.000 0.013
C -1.1828 2.0344 -5.0269 -0.012 0.002 -0.025
C -0.8856 1.0635 -5.9667 0.035 -0.052 0.042
C -1.1173 1.2307 -7.3186 -0.006 0.021 -0.009
C -1.6693 2.4283 -7.7461 0.003 -0.008 -0.004
N -0.2925 -0.2078 -5.4906 -0.135 0.241 0.030
O -0.1257 -0.3091 -4.2973 0.195 -0.253 -0.199
O -0.0204 -1.0546 -6.3229 -0.002 0.022 0.048
H -2.4026 4.3572 -7.1659 -0.004 -0.003 0.002
H -1.9732 4.0012 -4.7568 -0.003 -0.003 -0.006
H -0.9855 1.8481 -3.9800 -0.002 0.002 0.001
H -0.8676 0.4361 -8.0059 0.005 -0.001 0.010
H -1.8604 2.5838 -8.7997 -0.001 0.005 0.006
C -2.4136 5.2370 1.9049 -0.002 0.003 -0.027
C -3.7922 5.1098 2.0178 0.098 -0.025 0.005
C -4.6221 6.1719 1.6991 0.025 -0.017 0.033
C -4.0378 7.3521 1.2732 -0.027 0.049 -0.028
C -2.6676 7.5082 1.1549 0.003 -0.031 0.008
C -1.8536 6.4334 1.4760 0.004 0.008 -0.003
N -4.9100 8.4896 0.9256 -0.011 0.018 0.015
O -6.1109 8.3456 1.0545 0.073 0.015 -0.016
O -4.3811 9.5119 0.5301 -0.040 -0.057 0.022
H -1.7805 4.3915 2.1428 -0.003 -0.004 -0.005
H -4.2005 4.1647 2.3475 -0.111 0.103 -0.034
H -5.6964 6.0980 1.7750 0.002 0.010 -0.010
H -2.2618 8.4495 0.8167 -0.011 0.001 -0.003
H -0.7798 6.5286 1.3856 -0.004 -0.008 0.001
C 4.6455 -6.5346 3.5971 0.003 0.016 -0.006
C 5.9123 -6.6851 3.0473 0.014 0.006 -0.013
C 6.4040 -5.7374 2.1635 -0.024 -0.034 0.017
C 5.6020 -4.6548 1.8531 0.041 0.049 -0.016
C 4.3370 -4.4802 2.3833 0.024 0.002 0.035
C 3.8614 -5.4379 3.2658 0.016 -0.005 0.014
N 6.1205 -3.6300 0.9208 -0.092 -0.093 0.091
O 7.2340 -3.7917 0.4594 -0.079 0.026 0.026
O 5.3922 -2.6914 0.6812 0.179 -0.017 -0.149
H 4.2679 -7.2761 4.2892 -0.001 -0.001 -0.004
H 6.5210 -7.5409 3.3070 -0.007 0.000 0.001
H 7.3837 -5.8237 1.7183 0.001 0.011 -0.002
H 3.7472 -3.6162 2.1120 0.040 -0.017 0.028
H 2.8751 -5.3209 3.6945 0.033 -0.008 0.015
```
Positions in Å, forces in eV/Å.

# 3
Here is a structure of composition C27H35FN7O4PtS2 from the Open Molecules 2025 dataset. Energies are from ωB97M-V with the def2-TZVPD basis set.

Values from the calculation:
* orbital gap (spin up / spin down): 7.062 / 5.456 eV
* HOMO energy (spin up / spin down): -0.5533 / -0.5681 Ha
* energy relative to the best compared isomer or geometry (same formula, charge and spin): 47.37 kJ/mol
* strongest force on any atom: 0.87 eV Å⁻¹
* net charge: +3
* DFT total energy: -2748.68550 Eh
* LUMO level (spin up / spin down): -7.99 / -10.00 eV
* spin multiplicity: 5

```
77
Properties=species:S:1:pos:R:3:forces:R:3
Pt 0.0454 -0.0389 -0.0203 -0.402 -0.586 0.509
N -2.3117 0.4839 3.8339 -0.056 -0.047 0.071
C -1.5665 0.5160 2.7535 -0.004 0.003 0.041
S -0.5180 -0.7333 2.3246 0.116 0.022 0.180
N -1.7204 1.7110 2.0444 0.148 -0.206 -0.071
N -1.0979 1.6991 0.9070 -0.016 0.609 0.025
C -1.1728 2.8145 0.2021 0.043 -0.212 -0.063
C -0.6377 2.7898 -1.1265 0.015 -0.079 0.089
C -0.6713 3.9061 -1.9490 0.001 0.014 -0.071
C -0.1803 3.7917 -3.2455 -0.017 0.036 0.022
C 0.3075 2.5712 -3.6646 0.011 -0.076 -0.024
C 0.3065 1.4875 -2.7780 -0.086 0.124 -0.019
N -0.1448 1.5973 -1.5425 0.139 0.030 -0.355
H -2.3292 -0.3289 4.4316 0.001 0.025 0.016
H -2.9077 1.2699 4.0589 0.011 0.009 -0.019
H -1.6529 3.6949 0.6150 -0.033 -0.018 0.038
H -1.0829 4.8372 -1.5830 0.004 -0.002 0.007
H -0.1923 4.6417 -3.9138 -0.002 0.001 0.003
H 0.6844 2.4360 -4.6688 0.001 -0.011 0.003
H 0.6656 0.5132 -3.0839 0.025 0.012 -0.003
C -1.1256 -7.6202 1.4115 0.004 0.019 0.005
C -0.9662 -7.0678 0.0053 -0.006 0.021 0.000
N -0.3628 -5.7153 -0.0046 -0.008 -0.017 0.011
C -1.1645 -4.6641 -0.1396 -0.054 0.004 0.002
C -0.7406 -3.3515 -0.1531 -0.081 -0.148 0.009
C -1.8157 -2.3254 -0.3292 -0.019 -0.091 0.087
O -2.9536 -2.5715 -0.0203 -0.010 0.032 -0.026
O -1.4297 -1.1903 -0.8707 -0.186 0.431 -0.413
C 0.6219 -3.0761 0.0153 0.260 0.440 -0.030
O 1.1424 -1.8967 0.0155 0.278 -0.389 -0.021
C 1.4963 -4.2089 0.2126 -0.011 -0.094 -0.013
C 2.8712 -4.0388 0.4301 -0.054 0.096 0.011
C 3.6974 -5.1070 0.5636 0.040 -0.140 0.010
F 5.0034 -4.8546 0.7653 0.080 -0.116 -0.003
C 3.2403 -6.4519 0.4860 0.077 -0.070 0.050
C 1.8719 -6.6090 0.3173 -0.071 0.023 -0.016
C 1.0014 -5.5190 0.1744 -0.003 -0.056 -0.001
N 4.0799 -7.5629 0.5932 -0.018 0.092 0.034
C 3.7174 -8.8371 -0.0059 -0.003 0.018 0.001
C 3.8994 -9.9651 0.9983 -0.008 -0.048 -0.006
N 5.2472 -9.8285 1.6936 0.002 0.035 -0.006
C 6.1427 -8.8461 0.9918 0.025 -0.046 0.036
C 5.4985 -7.4688 0.9714 -0.116 0.054 -0.021
H -1.5265 -8.6316 1.3607 -0.011 0.002 0.003
H -1.8231 -7.0114 1.9861 0.005 0.000 0.002
H -0.1791 -7.6500 1.9516 -0.003 -0.008 -0.003
H -1.9356 -6.9715 -0.4777 0.005 -0.015 -0.017
H -0.3649 -7.7118 -0.6345 0.011 0.008 -0.005
H -2.2235 -4.8640 -0.2494 0.006 -0.004 -0.006
H 3.2856 -3.0419 0.4914 0.001 -0.011 -0.006
H 1.4535 -7.6013 0.3155 -0.021 0.051 0.020
H 4.2991 -9.0221 -0.9139 0.005 -0.013 0.001
H 2.6777 -8.8504 -0.3137 0.056 0.002 -0.037
H 3.8690 -10.9378 0.5119 0.022 -0.002 -0.001
H 3.1398 -9.9337 1.7754 -0.005 0.002 0.003
H 5.7055 -10.7400 1.7468 0.005 0.017 0.014
H 5.1096 -9.5243 2.6589 -0.014 0.005 -0.015
H 6.3253 -9.2476 -0.0018 0.001 0.013 -0.008
H 7.0910 -8.8062 1.5233 0.002 -0.015 0.003
H 6.0872 -6.8648 0.2823 0.006 0.056 -0.059
H 5.5845 -7.0142 1.9595 -0.004 0.041 0.001
C 4.7237 1.1415 2.8764 -0.033 0.018 -0.007
C 4.4162 1.3948 1.4072 -0.019 0.046 0.078
S 3.2993 0.1327 0.7520 -0.174 -0.002 0.059
O 2.0265 0.9272 0.3904 0.069 0.070 0.050
C 4.0780 -0.2345 -0.8264 -0.026 0.057 -0.088
C 4.1732 0.9594 -1.7648 0.008 -0.021 0.003
H 5.3581 1.9399 3.2582 -0.001 0.006 -0.007
H 5.2520 0.1991 3.0174 -0.003 0.000 -0.007
H 3.8129 1.1200 3.4747 -0.001 0.005 0.002
H 5.3170 1.3990 0.7959 0.029 0.004 0.009
H 3.8783 2.3299 1.2490 0.053 0.025 -0.028
H 3.4594 -1.0349 -1.2382 0.008 0.009 -0.023
H 5.0535 -0.6576 -0.5737 -0.001 -0.023 -0.025
H 3.2328 1.5104 -1.7838 -0.009 -0.025 -0.011
H 4.3921 0.6143 -2.7744 0.017 -0.002 0.006
H 4.9652 1.6469 -1.4739 -0.003 0.006 0.016
```
Positions in Å, forces in eV/Å.